[1]
This record from the Open Molecules 2025 dataset describes a 3-piece molecular cluster, C11H31INO9P3 overall at a distorted geometry. The level of theory is ωB97M-V/def2-TZVPD.

Last column: natural (NBO) charge in e.
Atoms and positions in Å:
C: 5.31456 -3.19741 -2.57194  -0.24
O: 4.05049 -3.55790 -3.08178  -0.55
C: 3.36420 -2.51201 -3.71816  -0.12
C: 1.87648 -2.79223 -3.57287  -0.19
N: 1.53171 -4.00981 -4.27826  -0.88
I: 0.84380 -1.18057 -4.58422  0.07
P: 1.50297 -2.75314 -1.71068  0.74
C: 0.99443 -4.42186 -1.17056  -0.95
C: 0.20534 -1.55544 -1.25020  -0.94
H: 6.09835 -3.31736 -3.32693  0.17
H: 5.32942 -2.16583 -2.21110  0.17
H: 5.55168 -3.84817 -1.73200  0.19
H: 3.56293 -1.54102 -3.25164  0.18
H: 3.63268 -2.41893 -4.77743  0.19
H: 1.87479 -4.82859 -3.79161  0.38
H: 0.53784 -4.07372 -4.44520  0.37
H: 1.87118 -4.97712 -0.84881  0.24
H: 0.39059 -4.99680 -1.87562  0.22
H: 0.37578 -4.27402 -0.28207  0.24
H: 0.53052 -0.55715 -1.53149  0.24
H: 0.09687 -1.56136 -0.16543  0.25
H: -0.78527 -1.71935 -1.68538  0.22
C: -0.46854 5.09854 -1.92887  -0.26
O: -0.75718 4.24870 -0.80578  -0.79
P: 0.41757 3.43730 -0.09167  2.55
O: -0.14408 2.36162 0.72526  -1.10
O: 1.01606 4.64470 0.79474  -0.83
C: 0.23578 5.12069 1.89193  -0.26
O: 1.82749 3.09637 -0.72984  -0.77
C: 1.90450 2.65481 -2.10023  -0.26
H: -1.39381 5.60032 -2.19553  0.21
H: 0.28250 5.84474 -1.66278  0.19
H: -0.12510 4.51435 -2.78239  0.18
H: -0.45356 4.35589 2.25058  0.20
H: -0.32603 6.00781 1.59557  0.17
H: 0.92437 5.38760 2.69032  0.19
H: 1.54599 3.42550 -2.78281  0.18
H: 1.32371 1.74102 -2.23674  0.19
H: 2.94697 2.44838 -2.32008  0.21
C: -4.42495 -0.48689 2.27589  -0.26
O: -4.12729 0.57782 3.19045  -0.79
P: -3.34717 0.27760 4.54955  2.55
O: -3.52672 1.38644 5.48366  -1.09
O: -1.85577 0.14015 3.98772  -0.83
C: -1.19133 1.33299 3.54239  -0.27
O: -3.36399 -1.15369 5.23544  -0.78
C: -4.56059 -1.95068 5.21988  -0.26
H: -4.88194 -0.03725 1.39924  0.20
H: -3.51089 -1.00447 1.97759  0.19
H: -5.12643 -1.19560 2.71517  0.17
H: -1.60881 2.21722 4.02538  0.19
H: -1.27170 1.42837 2.46311  0.21
H: -0.14052 1.24047 3.80694  0.19
H: -4.84713 -2.21032 4.20115  0.17
H: -5.38033 -1.42662 5.71352  0.19
H: -4.34245 -2.86412 5.76469  0.20

HOMO level	-7.69	eV
2S+1	1
calculated total energy	-67796.6928	eV
SMILES string	COC[C@](N)(I)P(C)C.COP(=O)(OC)OC.COP(=O)(OC)OC
orbital gap	7.82	eV
molecular weight	541.2	Da
E_LUMO	0.00453	Ha

=====

[2]
This record from the Open Molecules 2025 dataset describes C25H15Co2O6 as an isolated structure at a distorted geometry. The level of theory is ωB97M-V/def2-TZVPD.

Last column: natural (NBO) charge in e.
Atoms and positions in Å:
O: 4.60031 2.00621 -3.25338  -0.54
C: 3.66461 1.66421 -2.66835  0.52
Co: 2.10464 1.30859 -1.83064  -0.11
C: 1.48686 2.94208 -1.45398  0.57
O: 1.08676 3.99962 -1.21181  -0.53
C: 1.28116 0.84648 -3.31798  0.51
O: 0.77987 0.60920 -4.33451  -0.55
C: 2.45681 -0.03591 -0.67721  -0.59
C: 1.11712 0.28698 -0.71270  0.09
C: -0.12722 0.00982 -0.23467  -0.47
C: -1.19548 -0.25165 -1.22077  0.07
C: -2.51472 0.21951 -1.03469  -0.23
C: -3.52803 -0.14935 -1.91592  -0.23
C: -3.24618 -0.97457 -3.01508  -0.24
C: -1.93829 -1.41650 -3.23375  -0.20
C: -0.92624 -1.04564 -2.35368  -0.23
Co: 3.28825 -1.22924 -2.09885  -0.01
C: 4.95235 -0.92367 -2.56389  0.44
O: 6.06266 -0.78133 -2.85726  -0.55
C: 2.51837 -1.88168 -3.53931  0.43
O: 2.06333 -2.39999 -4.46980  -0.55
C: 3.43738 -2.66558 -1.14927  0.54
O: 3.50944 -3.62123 -0.49928  -0.56
H: 3.04734 -0.05397 0.25241  0.19
H: -0.25471 -0.47790 0.73643  0.20
H: -2.70679 0.87635 -0.18416  0.21
H: -4.54674 0.20274 -1.75282  0.20
H: -4.03980 -1.27390 -3.70109  0.20
H: -1.69417 -2.05021 -4.08691  0.21
H: 0.09060 -1.42897 -2.48687  0.22
C: -0.24592 1.64347 1.69818  -0.23
C: -1.23766 2.66254 1.71170  -0.20
C: -2.17054 2.36043 2.72939  -0.28
C: -1.77607 1.14275 3.38993  -0.09
C: -0.50752 0.73293 2.78722  -0.03
C: 0.27580 -0.37464 3.08896  -0.11
C: 0.00466 -1.39018 3.99480  -0.28
C: -1.13044 -1.58670 4.77593  -0.14
C: -2.25076 -0.76971 4.92436  -0.28
C: -2.52446 0.46123 4.34513  -0.10
H: 0.70902 1.70733 1.18007  0.23
H: -1.27792 3.51367 1.03293  0.22
H: -3.05677 2.93154 3.00658  0.21
H: 1.21307 -0.45655 2.52989  0.22
H: 0.77776 -2.16147 4.06992  0.21
H: -1.14278 -2.51388 5.36123  0.21
H: -3.02119 -1.14828 5.60528  0.20
H: -3.46776 0.93506 4.63831  0.21

HOMO level	-3.86	eV
2S+1	1
calculated total energy	-113703.5275	eV
net charge	-1
orbital gap	5.54	eV
molecular weight	529.3	Da
E_LUMO	0.06165	Ha